Molecular formula: C38H32Br2N3O5Sn
Method: DFT, ωB97M-V with the def2-TZVPD basis set

Output
* orbital gap: 4.022 eV
* highest occupied orbital energy: -15.0 eV
* relative energy (zero: lowest compared OMol25 entry of this formula, charge and spin): 9.5 kcal per mole
* lowest unoccupied orbital energy: -0.403 Eh

Geometry as ORCA input:
```
! RIJCOSX wB97M-V def2-TZVPD def2/J DEFGRID3
* xyz 3 1
Sn -0.305 -0.416 0.567
C 1.807 1.564 3.622
C 1.814 2.634 2.586
C 2.395 3.880 2.849
C 2.389 4.858 1.884
C 1.800 4.576 0.642
C 1.725 5.517 -0.445
Br 2.432 7.180 -0.279
C 1.109 5.223 -1.690
C 0.562 4.003 -1.917
Br -0.234 3.570 -3.493
C 0.617 2.923 -0.846
O 0.191 1.827 -1.068
C 1.260 3.295 0.465
N 1.257 2.360 1.393
H 1.643 1.984 4.614
H 2.780 1.065 3.638
H 1.039 0.819 3.421
H 2.837 4.069 3.819
H 2.825 5.827 2.086
H 1.090 5.987 -2.455
C -3.601 -5.482 2.169
O -3.708 -4.058 2.043
C -3.088 -3.299 2.975
C -2.128 -3.743 3.873
C -1.613 -2.857 4.810
C -2.053 -1.542 4.878
C -3.009 -1.091 3.982
C -3.501 -1.962 3.025
N -4.565 -1.629 2.140
C -4.980 -0.495 1.665
C -4.385 0.812 1.700
C -5.306 1.878 1.762
C -4.888 3.183 1.867
C -3.518 3.440 1.877
C -2.598 2.418 1.742
C -3.001 1.086 1.614
O -2.128 0.118 1.369
H -3.984 -5.808 3.136
H -2.565 -5.801 2.050
H -4.207 -5.899 1.371
H -1.803 -4.774 3.870
H -0.876 -3.216 5.516
H -1.689 -0.881 5.653
H -3.399 -0.085 4.054
H -5.125 -2.443 1.901
H -5.964 -0.560 1.208
H -6.366 1.652 1.770
H -5.604 3.987 1.944
H -3.170 4.461 1.974
H -1.535 2.628 1.732
C -1.566 -3.505 -4.780
O -1.029 -3.828 -3.492
C 0.173 -3.300 -3.159
C 0.884 -2.374 -3.910
C 2.133 -1.955 -3.467
C 2.682 -2.451 -2.293
C 1.976 -3.378 -1.543
C 0.725 -3.784 -1.969
N -0.010 -4.831 -1.344
C -0.016 -5.290 -0.126
C 0.515 -4.755 1.085
C 0.834 -5.711 2.081
C 1.447 -5.350 3.251
C 1.746 -3.996 3.454
C 1.382 -3.039 2.537
C 0.708 -3.374 1.348
O 0.284 -2.457 0.505
H -0.884 -3.813 -5.572
H -1.766 -2.435 -4.852
H -2.495 -4.057 -4.863
H 0.488 -2.004 -4.844
H 2.695 -1.255 -4.070
H 3.671 -2.147 -1.980
H 2.413 -3.805 -0.650
H -0.562 -5.356 -2.014
H -0.484 -6.268 -0.051
H 0.623 -6.756 1.882
H 1.716 -6.092 3.989
H 2.269 -3.700 4.355
H 1.614 -1.993 2.711
*
```

These are the Löwdin partial charges, in e, on atoms 1 to 2: 1.594 0.002

***

Molecular formula: C38H32Cl2F5HgN8O5S4
Method: DFT, ωB97M-V with the def2-TZVPD basis set

Output
* orbital gap (spin up / spin down): 4.240 / 6.494 eV
* highest occupied orbital energy (spin up / spin down): -0.4 / -2.7 eV
* relative energy (zero: lowest compared OMol25 entry of this formula, charge and spin): 48.3 kcal per mole
* lowest unoccupied orbital energy (spin up / spin down): 0.142 / 0.141 Eh

Geometry as ORCA input:
```
! RIJCOSX wB97M-V def2-TZVPD def2/J DEFGRID3
* xyz -2 2
Hg 0.241 -1.136 0.150
O 4.021 -0.855 3.210
C 3.556 0.073 4.059
C 4.368 0.436 5.138
C 3.945 1.387 6.045
C 2.704 2.000 5.896
C 1.900 1.642 4.828
C 2.299 0.682 3.902
C 1.421 0.305 2.746
O 1.870 -0.545 1.915
N 0.254 0.911 2.713
N -0.532 0.568 1.627
C -1.540 1.332 1.492
S -1.875 2.643 2.631
C -3.235 3.321 1.637
C -3.953 2.156 0.982
S -2.677 1.173 0.165
H 3.311 -0.955 2.514
H 5.333 -0.047 5.232
H 4.591 1.660 6.873
H 2.372 2.751 6.602
H 0.933 2.103 4.678
H -2.812 3.983 0.879
H -3.891 3.886 2.301
H -4.669 2.470 0.222
H -4.458 1.545 1.732
Cl -0.157 -2.477 3.106
C 0.334 -4.110 2.808
C 0.229 -4.972 3.889
C 0.612 -6.297 3.779
C 1.108 -6.745 2.567
C 1.204 -5.873 1.499
Cl 1.834 -6.544 0.015
C 0.819 -4.517 1.545
S 0.959 -3.571 0.092
H -0.155 -4.579 4.821
H 0.529 -6.967 4.625
H 1.429 -7.770 2.435
O -0.376 3.872 -0.535
S -0.091 2.636 -1.321
C -1.205 2.716 -2.740
C -1.418 1.589 -3.519
C -2.301 1.669 -4.588
C -2.962 2.860 -4.861
C -2.748 3.976 -4.061
C -1.869 3.905 -2.990
C 1.410 2.972 -2.259
C 2.029 4.194 -2.081
C 3.222 4.448 -2.748
C 3.777 3.481 -3.570
C 3.146 2.251 -3.729
C 1.959 1.987 -3.068
H -0.925 0.655 -3.266
H -2.483 0.791 -5.194
H -3.654 2.915 -5.692
H -3.274 4.901 -4.267
H -1.692 4.747 -2.331
H 1.584 4.911 -1.403
H 3.727 5.395 -2.603
H 4.719 3.671 -4.071
H 3.599 1.482 -4.341
H 1.495 1.011 -3.130
C -2.544 -4.657 -0.198
N -3.783 -3.958 0.060
C -3.799 -2.679 0.521
N -5.081 -2.118 0.619
O -2.803 -2.053 0.834
H -2.323 -5.398 0.576
H -1.730 -3.937 -0.216
H -2.586 -5.146 -1.172
H -4.653 -4.373 -0.217
H -5.661 -2.332 -0.184
H -4.973 -1.116 0.705
N -5.430 -2.515 -2.915
C -4.377 -1.739 -2.406
N -4.688 -0.381 -2.238
N -3.109 -2.235 -2.485
C -2.105 -1.580 -2.043
N -1.165 -0.981 -1.653
H -5.855 -2.085 -3.757
H -5.048 -3.411 -3.194
H -5.161 0.013 -3.065
H -3.845 0.159 -2.078
F 6.958 1.788 -0.287
C 5.700 1.332 -0.487
C 5.468 0.228 -1.286
F 6.512 -0.388 -1.875
C 4.186 -0.238 -1.494
F 4.022 -1.301 -2.305
C 3.045 0.365 -0.916
O 1.847 -0.020 -1.149
C 3.337 1.493 -0.109
F 2.313 2.151 0.464
C 4.616 1.961 0.100
F 4.824 3.045 0.869
*
```

These are the Löwdin partial charges, in e, on atoms 1 to 2: 0.920 0.055

***

Molecular formula: C38H33AsClN2O4PTi
Method: DFT, ωB97M-V with the def2-TZVPD basis set

Output
* orbital gap (spin up / spin down): 4.612 / 7.472 eV
* highest occupied orbital energy (spin up / spin down): -4.7 / -7.5 eV
* lowest unoccupied orbital energy (spin up / spin down): -0.004 / 0.000 Eh

Geometry as ORCA input:
```
! RIJCOSX wB97M-V def2-TZVPD def2/J DEFGRID3
* xyz 0 3
Ti 0.662 1.441 0.157
Cl -0.505 3.669 -6.399
C -0.040 3.483 -4.731
C 1.239 3.853 -4.331
C 1.603 3.705 -3.008
C 0.726 3.171 -2.056
O 1.136 3.041 -0.798
C -0.583 2.803 -2.476
C -1.599 2.347 -1.561
N -1.304 1.926 -0.367
C -2.181 1.709 0.676
C -3.564 1.485 0.554
C -4.343 1.389 1.696
C -3.795 1.543 2.963
C -2.410 1.765 3.123
C -1.770 1.926 4.365
C -0.390 2.089 4.420
C 0.343 2.085 3.254
N -0.233 1.957 2.041
C -1.585 1.804 1.960
C -0.941 2.983 -3.822
H 1.933 4.255 -5.056
H 2.590 4.002 -2.675
H -2.635 2.425 -1.888
H -4.006 1.359 -0.426
H -5.404 1.195 1.596
H -4.423 1.489 3.844
H -2.360 1.904 5.272
H 0.117 2.206 5.368
H 1.421 2.163 3.255
H -1.940 2.719 -4.146
O 3.604 -0.490 -1.006
C 2.252 -0.612 -1.741
O 1.406 0.346 -1.401
C 1.827 -2.042 -1.363
C 2.548 -3.107 -1.907
C 2.228 -4.423 -1.635
C 1.155 -4.711 -0.803
C 0.442 -3.670 -0.245
C 0.771 -2.332 -0.495
P -0.327 -1.087 0.290
C -0.630 -1.737 1.957
C 0.360 -2.413 2.670
C 0.169 -2.732 4.005
C -1.010 -2.379 4.647
C -1.996 -1.699 3.947
C -1.807 -1.375 2.613
C -1.837 -1.386 -0.689
C -2.921 -2.163 -0.296
C -4.019 -2.304 -1.134
C -4.041 -1.680 -2.372
C -2.953 -0.918 -2.779
C -1.859 -0.769 -1.942
H 3.388 -2.897 -2.554
H 2.809 -5.221 -2.080
H 0.875 -5.735 -0.592
H -0.397 -3.893 0.403
H 1.287 -2.687 2.181
H 0.946 -3.258 4.546
H -1.157 -2.630 5.689
H -2.915 -1.403 4.438
H -2.582 -0.830 2.087
H -2.918 -2.663 0.663
H -4.860 -2.907 -0.815
H -4.901 -1.790 -3.021
H -2.956 -0.436 -3.749
H -1.009 -0.173 -2.260
C 4.365 2.166 -0.037
As 3.699 0.430 0.439
C 4.991 -0.522 1.489
C 2.652 -0.460 -3.204
O 2.260 0.555 1.261
H 5.313 2.053 -0.560
H 4.501 2.759 0.866
H 3.626 2.641 -0.680
H 5.814 -0.824 0.845
H 4.500 -1.402 1.900
H 5.352 0.111 2.297
H 3.478 -1.100 -3.503
H 2.934 0.582 -3.352
H 1.782 -0.674 -3.827
*
```

These are the Löwdin partial charges, in e, on atoms 1 to 2: 0.963 0.641

***

Molecular formula: C38H33BrMoN4O6S
Method: DFT, ωB97M-V with the def2-TZVPD basis set

Output
* orbital gap (spin up / spin down): 7.144 / 7.134 eV
* highest occupied orbital energy (spin up / spin down): -7.4 / -7.8 eV
* relative energy (zero: lowest compared OMol25 entry of this formula, charge and spin): 21.0 kcal per mole
* lowest unoccupied orbital energy (spin up / spin down): -0.010 / -0.025 Eh

Geometry as ORCA input:
```
! RIJCOSX wB97M-V def2-TZVPD def2/J DEFGRID3
* xyz 0 3
Mo -0.036 -0.129 0.045
C 0.127 2.912 -3.686
O 1.314 3.379 -3.042
C 1.233 3.706 -1.721
C 1.864 4.861 -1.323
C 1.888 5.281 0.016
C 1.239 4.527 0.956
C 0.630 3.313 0.587
C -0.163 2.610 1.549
N -0.619 1.419 1.386
N -1.690 1.080 2.236
C -2.402 0.220 1.592
O -2.055 -0.214 0.404
C -3.612 -0.354 2.220
C -3.890 -0.140 3.566
C -5.011 -0.719 4.136
C -5.859 -1.508 3.368
C -5.584 -1.720 2.025
C -4.459 -1.146 1.453
C 0.644 2.844 -0.747
O 0.190 1.672 -1.093
H 0.344 2.948 -4.751
H -0.705 3.586 -3.464
H -0.113 1.898 -3.385
H 2.344 5.450 -2.095
H 2.385 6.201 0.285
H 1.197 4.841 1.991
H -0.528 3.139 2.428
H -3.218 0.469 4.154
H -5.225 -0.555 5.183
H -6.733 -1.960 3.818
H -6.243 -2.333 1.425
H -4.220 -1.311 0.411
S 3.043 -0.342 3.489
C 3.719 0.768 2.337
C 4.907 1.491 2.433
C 5.274 2.274 1.360
C 4.485 2.320 0.203
C 3.311 1.606 0.110
C 2.909 0.842 1.204
N 1.751 0.063 1.313
C 1.727 -0.627 2.424
C 0.659 -1.594 2.624
C 0.521 -2.353 3.784
C -0.509 -3.270 3.861
C -1.380 -3.412 2.782
C -1.236 -2.635 1.643
C -0.206 -1.697 1.528
H 5.527 1.426 3.316
H 6.192 2.842 1.405
H 4.801 2.920 -0.639
H 2.723 1.619 -0.793
H 1.205 -2.228 4.616
H -0.645 -3.864 4.754
H -2.193 -4.125 2.842
H -1.950 -2.738 0.835
Br 4.335 -3.330 -6.176
C 4.231 -2.365 -4.555
C 5.379 -2.161 -3.803
N 5.370 -1.506 -2.648
C 4.203 -1.042 -2.207
C 3.012 -1.177 -2.905
C 3.027 -1.855 -4.117
C 1.713 -0.584 -2.428
O 0.930 -0.101 -3.218
O 1.551 -0.712 -1.138
H 6.334 -2.538 -4.150
H 4.215 -0.541 -1.248
H 2.122 -1.966 -4.698
C 0.400 -3.613 -0.980
C -0.383 -2.848 -2.019
O -1.035 -1.648 -1.534
C -1.893 -1.191 -2.620
C -2.487 0.180 -2.426
H 0.925 -4.420 -1.494
H -0.241 -4.053 -0.220
H 1.145 -2.993 -0.488
H -1.178 -3.483 -2.425
H 0.259 -2.561 -2.854
H -2.678 -1.947 -2.726
H -1.283 -1.194 -3.526
H -3.247 0.206 -1.652
H -2.939 0.475 -3.376
H -1.723 0.920 -2.191
*
```

These are the Löwdin partial charges, in e, on atoms 1 to 2: 1.860 -0.058

***

Molecular formula: C38H33ClGeN6O4RuS
Method: DFT, ωB97M-V with the def2-TZVPD basis set

Output
* orbital gap (spin up / spin down): 6.779 / 6.365 eV
* highest occupied orbital energy (spin up / spin down): -6.6 / -7.7 eV
* relative energy (zero: lowest compared OMol25 entry of this formula, charge and spin): 0.0 kcal per mole
* lowest unoccupied orbital energy (spin up / spin down): 0.008 / -0.048 Eh

Geometry as ORCA input:
```
! RIJCOSX wB97M-V def2-TZVPD def2/J DEFGRID3
* xyz 0 5
Ru 0.492 -0.049 0.893
N 2.899 6.728 3.505
C 2.980 5.947 2.386
C 2.538 6.398 1.103
C 2.444 5.520 0.033
C 2.737 4.169 0.232
C 3.325 3.717 1.405
C 3.378 4.571 2.490
S 2.148 2.908 -0.889
O 3.214 1.917 -1.007
O 1.590 3.545 -2.075
N 0.966 2.054 -0.021
C -0.121 2.551 0.558
N -0.770 1.546 1.211
C -1.934 1.829 1.857
C -2.502 3.076 1.736
C -1.757 4.048 1.076
N -0.555 3.823 0.538
H 2.531 7.688 3.474
H 3.152 6.377 4.415
H 2.376 7.477 0.925
H 2.090 5.850 -0.924
H 3.712 2.705 1.456
H 3.635 4.125 3.462
H -2.334 0.969 2.383
H -3.425 3.295 2.241
H -2.111 5.061 1.007
C -0.574 -1.326 0.680
Ge -1.609 -1.716 -0.994
C -0.714 -2.712 -2.466
C -0.324 -2.129 -3.698
C 0.280 -2.881 -4.678
C 0.308 -4.270 -4.576
C -0.218 -4.896 -3.454
C -0.658 -4.109 -2.392
C -2.199 0.024 -1.654
C -3.486 0.489 -1.431
C -3.858 1.771 -1.803
C -2.929 2.586 -2.469
C -1.642 2.153 -2.712
C -1.277 0.886 -2.285
C -3.274 -2.734 -0.810
C -3.610 -3.456 0.358
C -4.856 -4.026 0.526
C -5.747 -4.044 -0.535
C -5.399 -3.464 -1.753
C -4.164 -2.824 -1.875
H -0.716 -2.194 1.350
H -0.464 -1.063 -3.890
H 0.702 -2.414 -5.544
H 0.780 -4.841 -5.356
H -0.194 -5.977 -3.326
H -0.998 -4.585 -1.480
H -4.223 -0.161 -0.920
H -4.848 2.147 -1.544
H -3.257 3.578 -2.753
H -0.968 2.842 -3.165
H -0.262 0.545 -2.448
H -2.858 -3.565 1.156
H -5.142 -4.479 1.468
H -6.747 -4.478 -0.379
H -6.076 -3.475 -2.597
H -3.954 -2.379 -2.863
N 3.428 -2.325 -1.244
C 2.774 -1.173 -0.969
N 2.173 -1.228 0.197
C 2.542 -2.440 0.803
C 2.417 -2.895 2.153
C 3.131 -4.039 2.486
C 3.887 -4.764 1.554
C 3.998 -4.343 0.234
C 3.351 -3.144 -0.113
H 4.029 -2.474 -2.069
H 2.754 -0.332 -1.613
H 1.863 -2.333 2.898
H 3.146 -4.416 3.500
H 4.375 -5.654 1.944
H 4.511 -4.960 -0.494
Cl -0.676 -0.686 3.966
C 0.391 0.791 4.280
C 1.685 1.112 3.542
O 2.648 1.676 4.041
O 1.826 0.667 2.247
H 0.573 0.700 5.359
H -0.350 1.593 4.139
*
```

These are the Löwdin partial charges, in e, on atoms 1 to 2: 1.451 0.093

***

no.,DFT total energy (Ha)
1,-7369.1072
2,-5447.4664
3,-5765.2674
4,-5178.7850
5,-5127.4054